#a
Computed, not measured: a 2-piece molecular cluster, C3H10N2O overall, with the ωB97M-V functional and the def2-TZVPD basis.

Its SMILES is CNCO.C=N. As for the net charge: 0.

Positions of all 16 atoms, in Å:
C 1.950 1.709 -0.309
N 1.722 2.032 0.892
H 1.332 0.948 -0.776
H 2.738 2.160 -0.902
H 2.367 2.760 1.189
C -0.884 -1.823 -1.106
N -0.689 -0.515 -0.490
C -1.092 -0.513 0.908
O -0.839 0.724 1.505
H -0.280 -2.570 -0.579
H -0.521 -1.795 -2.128
H -1.923 -2.170 -1.094
H -1.280 0.154 -0.970
H -2.165 -0.687 1.038
H -0.546 -1.321 1.398
H 0.108 0.909 1.423


#b
Computed, not measured: C3H10N2O as an isolated structure, with the ωB97M-V functional and the def2-TZVPD basis.

As for the net charge: 0.

Positions of all 16 atoms, in Å:
C 0.824 -0.638 -0.627
N 0.211 0.664 -1.130
C 0.493 1.595 -0.059
O 0.629 1.419 1.088
C -0.191 -1.396 0.254
N -1.473 -1.701 -0.403
H 1.624 -0.416 0.070
H 1.223 -1.237 -1.434
H -0.367 1.551 3.376
H 0.973 2.523 -0.427
H -0.611 0.862 -0.335
H -0.633 1.959 2.821
H 0.195 -2.385 0.489
H -0.266 -0.735 1.106
H -2.027 -2.137 0.305
H -1.921 -0.807 -0.617


#c
Computed, not measured: a 2-piece molecular cluster, C3H10N2O overall, with the ωB97M-V functional and the def2-TZVPD basis.

Its SMILES is C/C(N)=C/N.O. As for the net charge: 0.

Positions of all 16 atoms, in Å:
C -0.349 1.389 -1.605
C 0.106 0.714 -0.388
C 1.076 -0.229 -0.440
N 1.472 -1.008 0.622
N -0.493 1.063 1.007
H -1.302 1.789 -1.463
H -0.519 0.631 -2.480
H 0.318 2.185 -1.942
H 1.421 -0.423 -1.499
H 0.734 -1.622 0.905
H 2.283 -1.623 0.358
H -0.389 2.080 1.050
H 0.279 0.706 1.628
H -1.516 -0.631 0.699
H -2.172 -1.945 0.237
O -1.374 -1.598 0.712


Question: which arrangement is favored energetically? Ranking from most to least stable: #c, #a, #b.


#a
Computed, not measured: one molecule with the formula C3H10N2O, with the ωB97M-V functional and the def2-TZVPD basis.

Its SMILES is NCNCCO. As for the net charge: 0.

Positions of all 16 atoms, in Å:
C 0.266 1.141 0.306
C 0.749 0.072 1.296
O 1.645 0.694 2.210
N 0.051 0.654 -1.042
C -0.768 -0.430 -1.505
N -1.275 -1.240 -0.424
H 0.977 1.951 0.216
H -0.652 1.586 0.707
H -0.109 -0.442 1.710
H 1.303 -0.652 0.698
H 2.201 0.047 2.646
H 0.629 1.095 -1.734
H -0.207 -1.001 -2.253
H -1.621 -0.058 -2.100
H -2.273 -1.230 -0.322
H -0.917 -2.185 -0.408


#b
Computed, not measured: a 2-piece molecular cluster, C3H10N2O overall, with the ωB97M-V functional and the def2-TZVPD basis.

As for the net charge: 0.

Positions of all 16 atoms, in Å:
C -1.637 1.634 -0.050
O -0.452 1.058 0.396
H 0.981 0.755 -0.832
H -2.083 1.140 -0.931
H -2.393 1.643 0.754
H -1.498 2.686 -0.341
C -0.616 -1.603 -0.338
N 2.600 0.076 0.134
C 0.351 -0.687 0.339
N 1.318 -0.144 -0.434
H 2.457 0.693 0.938
H 2.941 -0.821 0.468
H 0.609 -0.931 1.374
H -0.179 -2.601 -0.430
H -0.882 -1.209 -1.316
H -1.516 -1.689 0.270


#c
Computed, not measured: a 2-piece molecular cluster, C3H10N2O overall, with the ωB97M-V functional and the def2-TZVPD basis.

Its SMILES is NC=O.CCN. As for the net charge: 0.

Positions of all 16 atoms, in Å:
C 1.701 -2.490 1.035
C 1.839 -1.062 0.519
N 0.542 -0.303 0.428
H 1.351 -2.510 2.049
H 2.663 -2.893 1.087
H 1.025 -3.086 0.391
H 2.238 -0.997 -0.560
H 2.624 -0.404 1.142
H 0.783 0.696 0.545
H 0.035 -0.528 1.278
C -1.496 1.697 -0.418
N -0.663 1.217 -1.497
O -2.550 1.221 -0.167
H -0.962 2.615 0.119
H -0.174 0.327 -1.645
H -0.602 1.749 -2.392


Question: which arrangement is favored energetically? Ranking from most to least stable: #a, #c, #b.


#a
Computed, not measured: a 2-piece molecular cluster, C5H12NO2 overall, with the ωB97M-V functional and the def2-TZVPD basis.

As for the net charge: +1.

Positions of all 20 atoms, in Å:
O 1.260 2.389 1.115
C 0.137 1.987 1.135
C -0.193 0.674 0.365
N 0.976 0.148 -0.367
C 0.807 -1.336 -0.398
C -0.008 -1.726 0.814
C -0.604 -0.401 1.353
H -0.742 2.329 1.687
H -1.043 0.800 -0.320
H 0.866 0.535 -1.310
H 1.873 0.459 0.021
H 0.337 -1.670 -1.343
H 1.727 -1.919 -0.566
H 0.517 -2.340 1.550
H -0.786 -2.484 0.581
H -0.208 -0.196 2.365
H -1.675 -0.481 1.503
H -0.770 1.756 -2.448
H -1.498 0.669 -3.271
O -0.972 0.805 -2.467


#b
Computed, not measured: a 2-piece molecular cluster, C5H12NO2 overall, with the ωB97M-V functional and the def2-TZVPD basis.

As for the net charge: +1.

Positions of all 20 atoms, in Å:
O 0.214 1.327 0.992
C 0.359 2.098 0.070
C -0.132 1.661 -1.276
C 0.145 0.150 -1.529
C -0.856 -0.926 -1.162
C -0.487 -2.039 0.975
N -0.946 -1.048 0.338
H 0.886 3.066 0.084
H -1.195 1.960 -1.409
H 0.405 2.096 -2.132
H 0.313 -0.074 -2.591
H 1.131 0.051 -1.052
H -1.859 -0.770 -1.535
H -0.333 -1.825 -1.497
H -0.573 -2.087 2.046
H -0.033 -2.860 0.416
H -1.310 -0.246 0.844
H 0.831 0.271 3.145
H 2.202 -0.393 2.662
O 1.239 -0.412 2.612


#c
Computed, not measured: a 2-piece molecular cluster, C5H12NO2 overall, with the ωB97M-V functional and the def2-TZVPD basis.

As for the net charge: +1.

Positions of all 20 atoms, in Å:
O 2.558 -1.022 1.076
C 1.368 -1.013 0.878
C 0.904 0.494 0.676
C -0.075 0.729 -0.507
C -1.399 0.195 -0.125
C -2.466 0.768 0.405
N 2.234 1.309 0.339
H 0.483 -1.620 0.825
H 0.381 1.121 1.610
H -0.154 0.427 -1.533
H -0.161 1.784 -0.629
H -1.578 -0.902 -0.424
H -2.655 1.882 0.713
H -3.311 0.055 0.420
H 2.758 1.341 1.135
H 2.067 2.365 0.323
H 2.848 0.848 -0.438
H -1.986 -2.615 -1.811
H -0.634 -3.424 -1.573
O -1.182 -2.724 -1.360


#d
Computed, not measured: an isolated ion of composition C5H12NO2 and charge +1, with the ωB97M-V functional and the def2-TZVPD basis.

Its SMILES is CC(C)[C@H]([NH3+])C(=O)O. As for the net charge: +1.

Positions of all 20 atoms, in Å:
O 0.773 -1.263 1.323
C 0.639 -1.024 0.160
O 1.433 -1.467 -0.805
C -0.562 -0.283 -0.472
C -0.479 1.220 -0.073
C 0.127 2.034 -1.189
C 0.281 1.538 1.177
N -1.883 -0.972 0.017
H 2.068 -2.138 -0.342
H -0.548 -0.503 -1.500
H -1.580 1.488 0.047
H -0.200 1.680 -2.186
H 1.210 2.164 -1.347
H -0.392 2.966 -1.253
H 1.427 1.627 1.012
H 0.134 1.045 2.132
H 0.110 2.568 1.601
H -1.781 -1.953 0.284
H -2.638 -1.151 -0.693
H -2.416 -0.410 0.730


Question: which arrangement is favored energetically? Ranking from most to least stable: #a, #d, #b, #c.


#a
Computed, not measured: a 3-piece molecular cluster, C3H10OS2 overall, with the ωB97M-V functional and the def2-TZVPD basis.

As for the net charge: 0.

Positions of all 16 atoms, in Å:
C -0.528 -1.745 -0.551
C -1.051 -1.242 0.785
S -2.058 0.203 0.600
S 1.690 1.228 -0.984
C 0.153 2.041 -1.165
H -0.125 -0.846 -1.028
H -1.311 -2.074 -1.236
H 0.302 -2.432 -0.503
H -1.667 -1.935 1.378
H -0.211 -0.981 1.422
H 0.119 2.299 -2.224
H -0.845 1.501 -0.972
H 0.143 2.964 -0.593
H 1.583 0.248 0.944
H 2.057 0.798 2.259
O 1.751 -0.027 1.869


#b
Computed, not measured: a 3-piece molecular cluster, C3H10OS2 overall, with the ωB97M-V functional and the def2-TZVPD basis.

As for the net charge: 0.

Positions of all 16 atoms, in Å:
C -1.202 -1.741 -0.495
C -1.599 -1.092 0.839
S -2.840 0.111 0.546
S 1.804 -0.288 0.145
C 2.544 1.144 -0.640
H -1.139 -0.967 -1.264
H -1.952 -2.446 -0.841
H -0.155 -2.060 -0.447
H -1.886 -1.814 1.598
H -0.698 -0.596 1.284
H 2.262 1.254 -1.685
H 2.402 2.043 -0.055
H 3.618 0.917 -0.662
H 0.250 1.416 0.481
H -1.151 1.904 0.515
O -0.256 2.214 0.680


Question: which arrangement is favored energetically? Ranking from most to least stable: #a, #b.


#a
Computed, not measured: a 2-piece molecular cluster, C3H10OS2 overall, with the ωB97M-V functional and the def2-TZVPD basis.

Its SMILES is CSCSC.O. As for the net charge: 0.

Positions of all 16 atoms, in Å:
S 0.031 -1.146 -1.386
S -0.332 -3.450 0.641
C 0.000 0.000 0.000
C 1.309 -3.930 0.022
C -1.090 -2.479 -0.759
H -0.128 -0.459 0.995
H -0.806 0.738 -0.154
H 0.969 0.527 -0.022
H 1.363 -3.798 -1.072
H 1.574 -4.973 0.264
H 2.048 -3.261 0.493
H -1.311 -3.282 -1.488
H -2.054 -2.043 -0.436
O -5.458 -0.701 2.817
H -5.011 -0.464 3.661
H -5.315 0.078 2.234


#b
Computed, not measured: a 2-piece molecular cluster, C3H10OS2 overall, with the ωB97M-V functional and the def2-TZVPD basis.

Its SMILES is CCCSS.O. As for the net charge: 0.

Positions of all 16 atoms, in Å:
C -0.435 0.060 1.395
C -0.881 -0.713 2.517
C -0.520 -0.756 0.065
S -0.478 0.552 -1.231
S -0.199 -0.474 -2.904
H 0.635 0.340 1.579
H -1.144 0.855 1.342
H -0.828 -0.167 3.473
H -2.037 -1.053 2.594
H -0.403 -1.683 2.572
H -1.524 -1.148 0.017
H 0.260 -1.425 -0.217
H 1.133 -0.314 -3.107
H 2.365 1.251 4.301
H 2.700 0.361 3.004
O 2.586 1.273 3.340


#c
Computed, not measured: a 3-piece molecular cluster, C3H10OS2 overall, with the ωB97M-V functional and the def2-TZVPD basis.

As for the net charge: 0.

Positions of all 16 atoms, in Å:
C -0.422 1.136 -1.640
C 0.945 0.895 -0.970
S 1.091 1.526 0.689
S -0.971 -1.619 -0.232
C -1.227 -0.751 1.328
H -0.509 0.664 -2.621
H -1.166 0.751 -0.941
H -0.602 2.193 -1.677
H 1.704 1.334 -1.651
H 1.168 -0.207 -1.100
H -1.115 -1.563 2.032
H -2.273 -0.382 1.405
H -0.631 0.192 1.330
H 1.043 -1.966 0.925
H 1.432 -0.628 1.459
O 1.533 -1.576 1.664


#d
Computed, not measured: a 3-piece molecular cluster, C3H10OS2 overall, with the ωB97M-V functional and the def2-TZVPD basis.

As for the net charge: 0.

Positions of all 16 atoms, in Å:
C 0.384 -0.536 -1.082
C 0.976 -1.670 -0.321
C -0.340 0.425 -0.114
S -1.545 -0.587 0.741
S 3.128 0.402 -0.124
H -0.454 -0.952 -1.698
H 1.176 -0.019 -1.662
H 1.234 -1.256 0.659
H 0.196 -2.425 -0.136
H 1.847 -2.128 -0.670
H -0.779 1.279 -0.611
H 0.435 0.829 0.593
H 3.359 1.635 -0.529
H -4.727 1.811 0.524
H -3.411 0.868 0.538
O -3.791 1.751 0.278


Question: which arrangement is favored energetically? Ranking from most to least stable: #a, #b, #c, #d.


#a
Computed, not measured: one molecule with the formula C2H5NOS, with the ωB97M-V functional and the def2-TZVPD basis.

Its SMILES is CSNC=O. As for the net charge: 0.

Positions of all 10 atoms, in Å:
C -1.646 0.480 0.077
C 1.775 -0.097 -0.410
H -1.499 1.438 -0.430
H -2.630 0.256 -0.301
H -1.665 0.528 1.136
H 1.124 -1.198 1.218
H 1.511 0.227 -1.464
N 0.749 -0.584 0.476
O 2.943 -0.090 -0.010
S -0.662 -0.962 -0.293


#b
Computed, not measured: C2H5NOS as an isolated structure, with the ωB97M-V functional and the def2-TZVPD basis.

As for the net charge: 0.

Positions of all 10 atoms, in Å:
C -0.458 0.429 0.124
C 0.885 -0.055 -0.196
H -2.541 -0.713 0.895
H -0.252 -1.850 -0.705
H -0.444 0.540 1.379
H -0.811 1.436 -0.488
H 1.669 1.805 -0.260
N -1.369 -0.757 -0.513
O 1.985 0.763 -0.222
S 1.335 -1.599 -0.013


#c
Computed, not measured: a 2-piece molecular cluster, C2H5NOS overall, with the ωB97M-V functional and the def2-TZVPD basis.

As for the net charge: 0.

Positions of all 10 atoms, in Å:
C -0.875 -0.087 0.110
C 0.354 -0.633 -0.354
H 0.324 1.829 0.232
H -1.705 1.637 -0.227
H 0.388 -1.458 0.219
H 0.080 -1.193 -1.342
H 2.272 -1.017 1.401
N -0.756 1.296 -0.086
O -2.044 -0.526 0.095
S 1.960 0.152 -0.048


Question: which arrangement is favored energetically? Ranking from most to least stable: #a, #c, #b.